Molecular formula: H4SSi
Method: DFT, ωB97M-V with the def2-TZVPD basis set

Net charge: 0
Max |F| (eV Å⁻¹): 5.7
Energy above the lowest of the compared OMol25 structures with the same formula, charge and spin (kcal/mol): 92.92

Structure (XYZ):
```
6
Properties=species:S:1:pos:R:3:forces:R:3:mulliken_charge:R:1
Si 0.0594 -0.1359 0.6182 -2.5 -1.2 -5.0 0.3129
S -1.9318 0.8607 0.2561 0.9 -0.5 2.0 -0.2988
H 0.4699 -2.6221 -0.3100 -0.4 1.5 0.8 -0.0659
H 0.5695 0.3486 -0.7092 0.6 -0.2 0.8 -0.0375
H 0.6809 0.1393 1.7877 1.2 0.7 2.5 -0.0601
H -1.9110 0.4632 -0.9811 0.1 -0.3 -1.1 0.1494
```
Forces are in eV/Å.

Molecular formula: C6H16BrFeO2
Method: DFT, ωB97M-V with the def2-TZVPD basis set

Net charge: +2
Max |F| (eV Å⁻¹): 1.6
Spin multiplicity: 6
Energy above the lowest of the compared OMol25 structures with the same formula, charge and spin (kcal/mol): 0.00
Expectation value of S²: 8.764

Structure (XYZ):
```
26
Properties=species:S:1:pos:R:3:forces:R:3:mulliken_spin:R:1
Fe -4.5660 3.9743 8.2160 0.1 -0.6 0.9 3.8801
Br -4.3334 2.7886 10.2072 0.0 0.6 -1.1 0.1194
C -7.9556 3.3162 11.9658 0.9 -0.3 0.1 0.0006
C -7.3041 2.7840 13.2379 -0.2 0.2 0.2 0.0004
C -8.3074 2.4218 14.3181 -0.2 0.0 -0.4 0.0010
O -6.5450 1.5972 12.9541 0.2 0.2 0.2 0.0171
H -7.1480 3.4289 11.2240 -0.3 0.1 0.0 0.0016
H -8.3673 4.3065 12.1424 -0.4 -0.1 -0.1 0.0005
H -8.6662 2.5873 11.5816 -0.2 0.2 0.0 -0.0005
H -6.6312 3.5736 13.6180 0.0 -0.2 0.0 0.0003
H -8.9502 3.2710 14.5478 0.1 0.1 0.1 0.0000
H -7.8120 2.0754 15.2223 0.0 0.0 0.1 -0.0001
H -8.9673 1.6341 13.9472 0.1 -0.1 0.1 -0.0001
H -6.0232 1.7694 12.1655 -0.1 -0.1 -0.2 0.0018
C -4.2939 3.5095 15.6890 -0.4 0.2 0.1 0.0411
C -3.2202 2.5199 15.3938 0.3 0.3 1.3 0.0913
C -3.5535 1.7222 14.0182 0.8 -0.6 -1.2 0.2597
O -2.0296 3.1550 15.2221 0.0 -0.2 -0.3 0.5117
H -4.3274 4.3025 14.9454 -0.1 0.0 0.0 0.0026
H -4.0557 3.9416 16.6650 -0.1 0.1 0.0 0.0234
H -5.2450 2.9879 15.7621 -0.1 0.1 -0.1 -0.0002
H -3.1177 1.7517 16.1778 0.0 -0.3 -0.4 0.0353
H -2.6130 1.4131 13.5579 0.0 0.0 0.2 -0.0011
H -4.0603 2.3928 13.3307 -0.2 0.2 0.4 0.0154
H -4.1216 0.8302 14.2673 -0.3 0.2 0.4 0.0111
H -1.2694 2.5843 15.4579 0.0 0.1 -0.1 -0.0125
```
Forces are in eV/Å.

Electronic energy per entry: -689.9224 -4225.6046 Ha